# 1
Entry from the Open Molecules 2025 dataset: a cluster of 2 separate species, CH3NO3 in total in a non-equilibrium geometry (wB97M-V/def2-TZVPD).

Geometry as XYZ:
```
8
Properties=species:S:1:pos:R:3:forces:R:3
C -0.308282 -0.235572 -0.521314 -2.82 2.59 1.58
N 1.059653 -0.091207 0.081398 -0.87 -0.05 1.36
O 1.169952 0.584288 1.095480 0.10 -0.30 -1.17
O 1.911605 -0.779517 -0.434588 -0.14 0.46 -0.11
O -1.714373 0.321420 0.796214 1.71 -3.66 -4.34
H -0.563399 0.510653 -1.319208 0.63 -0.70 1.00
H -0.437257 -1.252270 -0.808641 -0.45 -0.62 0.21
H -1.117902 0.942204 1.110658 1.84 2.27 1.48
```
Positions in Å, forces in eV/Å.

Calculated values
net charge	0
highest occupied orbital energy	-11.39	eV
spin multiplicity	1
DFT total energy	-320.1712	Ha
gap between HOMO and LUMO	0.3765	Ha
M	77.0	g/mol

Taken from the Mulliken analysis, the atomic charges in e are: -0.254, 0.899, -0.516, -0.497, -0.519, 0.250, 0.322, 0.315

# 2
Entry from the Open Molecules 2025 dataset: a structure of composition C15H20NO4Tl in a non-equilibrium geometry (wB97M-V/def2-TZVPD).

Geometry as XYZ:
```
41
Properties=species:S:1:pos:R:3:forces:R:3
Tl -0.774565 0.321360 1.492667 0.47 -0.77 -0.31
C 0.695301 -2.348630 2.856438 0.20 -0.50 -0.63
C -0.719224 -2.307305 2.876632 0.35 0.10 -0.44
C -1.193267 -2.620764 1.540638 0.70 0.40 -0.26
H -1.318415 -2.129797 3.770556 0.16 0.02 -0.40
C -0.052485 -2.824383 0.719370 0.09 -0.40 0.52
C 1.120802 -2.692007 1.526942 -1.28 0.21 0.68
H 2.144587 -2.781875 1.174962 -0.15 0.05 0.10
H 1.331134 -2.194112 3.735892 -0.31 0.08 -0.55
H -2.227468 -2.609915 1.192602 0.31 -0.09 0.17
H -0.070377 -3.121315 -0.335135 -0.02 0.35 0.40
C 1.785368 1.994728 1.801894 0.53 -0.55 0.08
C 2.649673 0.915115 1.457718 -0.44 0.59 -0.65
C 2.576563 0.728489 0.042554 -0.60 1.11 0.35
H 3.293361 0.359198 2.139610 -0.39 0.08 -0.14
C 1.675708 1.706761 -0.494641 0.57 -0.15 1.07
C 1.192499 2.500777 0.597717 0.02 -0.89 -0.80
H 0.508696 3.344605 0.514245 0.19 -0.16 0.08
H 1.642321 2.402971 2.806131 -0.04 -0.24 -0.44
H 3.106481 -0.025288 -0.532815 -0.11 0.08 0.10
H 1.449825 1.853034 -1.544673 -0.11 -0.09 0.11
O -1.905075 -0.255192 -0.577844 0.04 0.71 0.02
C -0.934449 0.323467 -3.470278 0.17 0.11 0.02
C -2.254056 0.523865 -2.884436 -0.48 0.63 0.73
C -0.360986 -1.025060 -3.523077 0.39 -0.47 0.05
C -0.172317 1.468133 -4.008090 0.47 0.32 -0.11
C -2.164660 0.878309 -1.314128 0.13 -0.68 -0.72
H -2.903384 -0.360457 -3.031150 0.16 0.35 0.28
H -2.726491 1.405019 -3.355210 -0.12 -0.17 0.03
H -1.356344 1.649407 -1.229753 -0.42 -0.21 -0.02
H -3.133486 1.350899 -1.053183 0.05 0.09 0.02
H -0.785382 -1.590582 -4.369361 0.02 -0.20 0.02
H -0.574684 -1.584631 -2.599359 0.05 0.12 -0.17
H 0.725830 -0.974832 -3.673358 -0.17 -0.18 0.08
H -0.492121 1.740113 -5.027214 -0.09 0.08 -0.08
H 0.894078 1.220903 -4.082213 -0.11 0.10 0.04
H -0.250185 2.385740 -3.403799 -0.10 -0.23 -0.03
O 0.027509 1.445511 5.986456 -0.04 -1.21 -0.46
N -0.101272 0.566790 5.094803 -0.29 1.21 -1.33
O -0.001194 -0.649802 5.306027 -0.08 1.14 0.24
O -0.347840 1.010735 3.875846 0.27 -0.74 2.36
```
Positions in Å, forces in eV/Å.

Calculated values
net charge	-2
highest occupied orbital energy (alpha / beta)	-1.04 / -0.55	eV
spin multiplicity	1
DFT total energy	-1111.4753	Ha
gap between HOMO and LUMO (alpha / beta)	0.2178 / 0.1566	Ha
M	482.7	g/mol

Taken from the Mulliken analysis, the atomic charges in e are: 0.848, -0.281, -0.655, -0.865, 0.423, -0.148, -0.585, 0.378, 0.371, 0.387, 0.367, -0.546, -0.467, -0.516, 0.349, -0.033, -0.920, 0.441, 0.393, 0.359, 0.320, -0.631, 0.809, -0.946, -1.005, -1.486, -0.130, 0.308, 0.395, 0.071, 0.209, 0.258, 0.068, 0.373, 0.355, 0.380, 0.323, -0.675, 0.803, -0.591, -0.505

# 3
Entry from the Open Molecules 2025 dataset: a cluster of 8 separate species, C26H56NO12 in total in a non-equilibrium geometry (wB97M-V/def2-TZVPD).

Geometry as XYZ:
```
95
Properties=species:S:1:pos:R:3:forces:R:3
N 7.361945 -36.500067 31.670580 2.18 5.38 2.96
H 7.451303 -37.055750 32.363594 -1.12 -5.85 6.28
H 8.095150 -36.752565 31.205067 6.10 -0.74 -4.48
H 7.408482 -35.634675 32.150252 1.06 2.09 0.41
H 6.652094 -36.444628 31.154953 -7.99 -0.72 -5.07
O 7.718854 -34.582494 34.211198 -5.81 1.62 4.12
C 6.740502 -34.295263 35.109003 6.00 -0.84 -3.46
O 5.942585 -33.216373 35.064246 0.74 -0.55 -0.69
C 5.762064 -32.531306 33.785824 -1.04 -1.62 -1.10
C 4.796985 -31.441857 33.871075 -3.35 0.19 1.56
C 6.637783 -35.113755 36.380333 3.94 -1.70 0.24
H 5.269171 -33.296735 33.103198 1.54 0.84 0.45
H 6.475531 -31.877355 33.371718 3.06 -1.19 -0.31
H 4.640430 -30.906611 32.940330 0.98 0.50 -0.04
H 4.868269 -30.832100 34.786597 0.18 0.09 -0.68
H 3.856813 -31.946933 33.883941 -1.38 0.03 0.83
H 7.099229 -36.256077 36.152750 -2.29 3.03 0.49
H 5.704932 -34.871250 36.809880 -1.34 -0.93 0.57
H 7.413636 -34.853045 37.240343 -1.30 0.29 -2.11
O 4.469153 -37.844159 30.366835 2.24 0.89 0.19
C 3.326814 -37.904596 30.126765 -5.36 -2.40 -0.29
O 2.624687 -37.257744 29.115667 -0.99 -3.41 2.93
C 3.321382 -36.388850 28.378936 1.74 2.34 -1.64
C 2.510349 -35.875030 27.234937 -3.33 0.83 1.67
C 2.279726 -38.964686 30.871699 8.05 -1.04 -5.06
H 4.139804 -36.825423 27.858655 1.42 -0.79 0.28
H 3.677888 -35.647464 29.122110 0.15 0.44 -1.12
H 2.148234 -36.481148 26.427881 -0.28 -1.78 0.41
H 2.956514 -35.213459 26.601559 2.12 2.49 -0.93
H 1.614423 -35.337891 27.638849 0.50 -0.39 -0.43
H 1.528717 -38.518922 31.193613 -6.52 4.07 3.54
H 2.902196 -39.523195 31.491934 0.66 -0.59 1.72
H 1.941784 -39.658811 30.148593 -0.30 -0.56 -1.19
O 8.804082 -36.450216 28.943888 4.78 -1.64 -3.10
C 9.960445 -36.814395 28.460749 -3.69 -0.46 1.30
O 10.243390 -37.114055 27.121790 1.55 -0.41 4.40
C 9.268619 -37.154105 26.150237 -1.52 2.39 -0.68
C 9.731749 -37.751732 24.847101 0.00 -2.44 0.09
C 11.140476 -37.030777 29.460573 -1.92 -0.51 -0.77
H 8.924063 -36.150918 26.161055 0.42 2.12 -1.62
H 8.290288 -37.347458 26.524715 -0.75 -2.54 0.57
H 10.038867 -38.865573 25.175223 -0.82 2.19 -1.37
H 10.626395 -37.310195 24.369010 -0.43 0.08 0.69
H 8.907262 -37.710860 24.052986 1.05 -0.42 1.35
H 11.934046 -36.535608 28.951611 0.91 1.45 0.50
H 11.617165 -38.051711 29.439740 -1.35 0.54 0.28
H 10.675584 -36.682723 30.453911 1.66 -0.49 -1.45
O 8.883459 -33.653342 31.261063 0.23 1.48 0.31
C 9.444720 -32.559364 31.180118 -0.60 -3.28 0.10
O 10.099575 -32.244716 30.068628 0.49 0.77 -0.55
C 10.065186 -32.996950 28.811605 1.53 -0.43 0.76
C 11.053931 -32.300313 27.886160 -1.45 0.07 4.17
C 9.504203 -31.447805 32.227983 4.60 -1.70 -3.42
H 9.033207 -33.050672 28.433454 0.46 0.03 0.16
H 10.537359 -34.010426 28.855471 -1.08 0.44 1.01
H 10.598313 -31.507142 27.465608 -0.58 3.82 -0.70
H 11.037702 -32.876555 27.119985 -0.02 -4.34 -5.41
H 12.073770 -32.342524 28.138755 1.05 0.86 1.06
H 9.337890 -30.707112 31.516758 -0.12 2.51 -0.32
H 10.553778 -31.400397 32.656854 -1.42 0.09 -0.47
H 8.776848 -31.544447 32.883978 -3.18 -0.52 3.24
O 7.395763 -39.395202 30.880885 1.03 0.10 -0.36
C 7.635575 -39.859801 29.785704 -2.20 -0.25 0.67
O 8.467300 -40.899129 29.562399 0.80 0.61 2.01
C 9.285753 -41.304589 30.705447 1.80 -2.78 0.83
C 9.908127 -42.686116 30.354733 -2.24 -0.80 -0.98
C 6.761863 -39.600633 28.563467 5.32 5.49 0.76
H 8.999652 -41.594519 31.704350 -2.80 0.72 0.18
H 10.089728 -40.674397 31.076031 0.15 1.14 -1.39
H 9.163951 -43.303840 29.722368 0.56 0.58 1.78
H 10.427796 -43.289224 31.138222 -0.80 0.79 -0.41
H 10.543879 -42.506824 29.580297 2.65 0.40 -1.97
H 6.085085 -40.275677 28.521307 -4.37 -4.72 -0.79
H 7.446657 -39.491455 27.765280 0.59 -1.16 -1.48
H 6.343577 -38.602296 28.452788 -0.41 0.08 1.26
C 3.769464 -38.134662 35.103829 0.16 2.12 -1.65
C 5.073768 -38.042412 34.405018 1.07 4.31 -3.31
O 5.438637 -36.919057 33.873405 -0.92 -4.21 2.14
C 5.785290 -39.332624 34.164004 2.32 1.40 4.38
H 2.948533 -37.757210 34.482405 0.25 -0.36 -0.06
H 3.732279 -37.554993 35.964413 0.31 1.79 1.52
H 3.612131 -39.040942 35.508628 -0.85 -3.61 0.68
H 6.728649 -39.321868 33.660372 0.55 0.63 -0.38
H 5.181651 -39.947725 33.637746 -2.22 -2.31 -1.31
H 5.999599 -39.728194 35.260518 -0.59 0.23 -2.19
C 11.724756 -38.872208 34.006278 -3.98 -1.43 -5.46
C 10.340359 -38.207502 33.892101 -2.49 1.61 -3.00
O 10.012945 -37.662072 32.750034 1.22 -2.42 5.14
C 9.274210 -38.226038 35.128610 3.28 -2.82 -2.97
H 12.331596 -38.604094 34.720499 3.12 2.00 3.80
H 12.050233 -38.693522 32.974521 0.88 0.44 0.47
H 11.741114 -39.962956 33.985522 -0.83 -0.20 0.50
H 8.464412 -37.633319 34.807590 -0.93 0.84 0.27
H 9.934808 -37.945437 35.929936 -0.57 0.37 0.87
H 9.033290 -39.349490 35.184520 0.09 1.69 0.26
```
Positions in Å, forces in eV/Å.

Calculated values
net charge	+1
highest occupied orbital energy	-11.85	eV
spin multiplicity	1
DFT total energy	-1981.2978	Ha
gap between HOMO and LUMO	0.3773	Ha
M	574.7	g/mol

Taken from the Mulliken analysis, the atomic charges in e are: 0.838, 0.060, -0.098, -0.109, 0.423, -0.587, 0.797, -0.311, 0.538, -1.627, -0.804, 0.128, -0.019, 0.410, 0.304, 0.455, 0.010, 0.388, 0.300, -0.327, 0.643, -0.331, 0.300, -1.582, -1.536, 0.054, 0.250, 0.366, 0.489, 0.299, 0.537, 0.362, 0.406, -0.499, 0.689, -0.322, -0.233, -1.075, -0.954, 0.357, 0.290, 0.242, 0.311, 0.319, 0.473, 0.374, 0.046, -0.504, 0.779, -0.316, 0.517, -2.008, -1.124, 0.313, -0.276, 0.500, 0.737, 0.410, 0.489, 0.285, 0.140, -0.368, 0.809, -0.327, -0.060, -1.331, -1.311, 0.236, 0.262, 0.290, 0.360, 0.404, 0.618, 0.390, 0.066, -1.628, 0.944, -0.402, -0.977, 0.319, 0.447, 0.526, 0.003, 0.461, 0.309, -1.415, 0.653, -0.337, -0.477, 0.481, 0.291, 0.329, -0.350, 0.532, 0.271

Question: net charge of number 2 (C15H20NO4Tl)?
Answer: -2

Question: Number 2 is which compound?
Answer: C15H20NO4Tl